Molecular formula: C23H47NO13S2
Method: DFT, the ωB97M-V functional and the def2-TZVPD basis

For the total energy, the calculation gives -74386.64180 eV. The HOMO-LUMO gap comes out at 9.66 eV. The relative energy (zero: lowest compared OMol25 entry of this formula, charge and spin) is 0.00 kJ/mol. The LUMO energy comes out at 0.30 eV.

Each line ends with the Mulliken charge.
Element x y z (Å)
H1 0.7460 1.3104 2.2616  0.22
O1 -0.4048 0.2781 -0.3111  -0.06
H2 3.5159 -2.8320 2.9029  0.35
H3 6.4713 -1.5179 -2.8260  0.29
C1 -0.2541 -1.9138 -1.1942  -1.09
C2 0.8503 0.1601 -0.9656  -0.50
H4 -3.4281 0.0167 3.8697  0.53
H5 0.3665 -2.5609 -0.5595  0.21
C3 -4.2189 -0.7482 2.0321  -0.23
H6 -3.8472 -0.4536 1.0467  -0.14
H7 -0.8331 -2.6502 -1.7521  0.52
C4 2.0066 -1.1503 3.3868  0.19
H8 0.0875 -0.6640 4.1199  -0.05
C5 1.5126 -3.4502 3.5808  -0.23
H9 0.9034 1.0952 -1.5332  0.33
O2 2.1807 -0.9537 -4.8701  -0.37
H10 1.1194 -3.5245 2.5596  0.07
O3 -4.4478 2.1241 0.0607  -0.13
C6 0.9026 -1.3521 4.3722  -0.11
H11 0.9326 5.8625 3.7556  0.33
H12 2.6641 -2.5455 -6.0485  0.38
H13 0.7491 0.6339 -4.8942  0.22
H14 -3.3135 4.0139 -1.8730  0.36
H15 1.6865 -0.9425 2.3625  -0.42
C7 1.3953 0.0275 -5.5253  -0.38
O4 -4.5161 4.4322 -0.3107  -0.37
S1 4.9719 0.6313 -0.8417  1.13
O5 3.8104 1.3782 -1.2168  -0.49
C8 -3.1268 2.5757 -0.1573  0.15
O6 -0.8724 4.6804 1.5974  -0.58
H16 0.3915 -3.0107 -6.6171  0.39
C9 0.5369 -2.2031 -5.8959  -0.46
C10 -0.0690 2.0309 2.3217  -0.36
C11 -3.2481 3.9912 -0.7798  -0.46
C12 2.7002 -2.4817 3.5410  -0.73
C13 -3.0266 -0.5316 3.0175  0.26
H17 -0.1925 -2.3298 -5.0944  0.19
H18 1.7670 0.0741 -0.3804  -0.03
O7 -6.6121 3.3412 0.4897  -0.57
C14 -3.0770 -2.7599 2.4891  -0.21
H19 4.4384 -2.4256 -2.2758  0.44
H20 1.9268 -2.9110 -4.3931  0.25
H21 3.2041 -2.4349 4.5153  0.28
H22 -0.8242 1.5012 2.9112  0.06
H23 -2.5870 2.6961 0.7845  0.01
C15 0.6394 -0.9615 -1.9989  0.76
C16 -1.0373 -0.9900 -0.2645  0.38
H24 2.5995 -0.2886 3.7062  0.40
H25 2.0861 0.6226 -6.1225  0.36
H26 -0.4675 2.1908 1.3290  0.16
H27 -4.9849 -2.5018 3.0404  0.27
C17 4.4313 -1.3448 -2.1530  0.07
H28 1.5667 -1.4187 -2.3331  -0.37
C18 -4.4485 -2.2491 2.1183  -0.58
H29 5.4565 -0.3864 -3.8154  0.24
C19 -0.2983 4.4546 2.6481  0.62
H30 -2.3385 -2.9263 1.6831  -0.02
H31 -0.4621 5.3754 4.6626  0.38
H32 1.7189 -4.4550 3.9366  0.35
C20 5.6773 -0.7744 -2.8202  -0.31
O8 5.6413 1.0466 0.3445  -0.57
H33 -4.9681 -2.7548 1.3074  0.36
H34 1.1517 -1.2070 5.4263  0.34
O9 -2.5857 -1.8329 3.4172  -0.43
C21 -0.1197 5.5935 3.6459  -1.33
H35 -2.2712 0.0591 2.5016  -0.58
H36 -3.1213 -3.7908 2.8603  0.36
O10 5.9835 0.4149 -2.0744  -0.33
H37 0.0791 -0.6738 -2.8897  -0.10
H38 3.5074 -0.9080 -2.5354  -0.09
H39 -2.4785 1.9159 -0.7358  0.08
H40 -0.4833 -0.4069 -6.6004  0.31
H41 -5.1110 -0.1458 2.1880  0.41
H42 -2.3489 4.5553 -0.5418  0.39
C22 0.5261 -0.8132 -6.5300  -0.72
H43 0.9630 -0.7874 -7.5266  0.32
H44 -2.0650 -0.9487 -0.6436  0.26
N1 0.1722 3.2560 3.0614  -0.05
O11 0.4963 -2.7294 4.3296  -0.40
O12 -5.8679 2.9693 -1.8134  -0.57
H45 -0.7207 6.4433 3.3380  0.33
C23 1.9186 -2.2903 -5.2888  -0.41
S2 -5.5286 3.1809 -0.4389  1.08
H46 0.6401 3.3090 3.9477  0.25
H47 -1.0769 -1.3521 0.7666  -0.43
O13 4.5907 -0.9569 -0.7946  -0.37